{
  "formula": "C6H20O6Tl",
  "method": "ωB97M-V with the def2-TZVPD basis set",
  "relative_energy_ev": 0.000,
  "e_lumo_ev": -17.15,
  "total_energy_ev": -23487.995,
  "e_homo_ev": -20.9,
  "charge": 3,
  "elements": ["Tl", "C", "O", "H", "H", "H", "H", "C", "O", "H", "H", "H", "H", "C", "C", "O", "O", "H", "H", "H", "H", "H", "H", "C", "C", "O", "O", "H", "H", "H", "H", "H", "H"],
  "positions_angstrom": [[30.761, 11.070, -2.165], [31.381, 11.572, 1.807], [31.115, 10.786, 0.656], [31.895, 11.044, 2.619], [32.009, 12.406, 1.484], [30.438, 12.033, 2.159], [30.809, 9.897, 0.922], [26.977, 10.506, -3.483], [27.979, 11.202, -2.751], [27.024, 9.439, -3.300], [25.998, 10.801, -3.072], [27.014, 10.750, -4.548], [27.783, 12.155, -2.767], [30.330, 8.642, -4.772], [31.839, 8.411, -4.674], [32.363, 9.474, -3.913], [29.829, 8.829, -3.474], [29.834, 7.794, -5.247], [30.164, 9.531, -5.394], [32.325, 8.361, -5.648], [32.042, 7.480, -4.132], [33.336, 9.468, -3.964], [29.524, 7.985, -3.095], [32.714, 12.543, -4.709], [31.367, 12.927, -5.223], [30.417, 11.883, -4.945], [32.626, 12.447, -3.276], [33.480, 13.281, -4.974], [33.106, 11.591, -5.113], [31.334, 13.208, -6.278], [31.057, 13.834, -4.676], [29.764, 11.932, -5.664], [33.462, 12.788, -2.914]]
}